ORCA calculation (ωB97M-V/def2-TZVPD) on a structure of composition C10H12AlIN2O3PS.

Structure (XYZ):
```
31
C10H12AlIN2O3PS ωB97M-V/def2-TZVPD
C 4.224 0.330 -0.434
O 3.025 0.539 -1.226
C 1.915 0.904 -0.452
C 0.699 -0.026 -0.647
C -0.671 0.476 -0.245
P -1.029 2.220 0.469
O 0.180 2.530 1.748
I -0.627 3.850 -1.348
C -1.783 -0.483 -0.429
C -3.226 -0.090 -0.007
C -3.344 -0.558 1.551
O -2.508 0.248 2.392
C -1.615 -1.908 -0.991
C -0.324 -2.440 -1.389
N -0.062 -3.719 -1.870
S 1.573 -3.652 -2.086
N 1.956 -2.073 -1.600
C 0.823 -1.449 -1.199
H 4.284 -0.753 -0.154
H 4.301 0.987 0.471
H 5.113 0.566 -1.079
H 1.629 1.985 -0.631
H 2.174 0.838 0.659
H 0.183 3.499 1.972
H -3.419 1.004 -0.126
H -3.907 -0.743 -0.615
H -2.909 -1.601 1.576
H -4.395 -0.513 1.927
H -1.684 -0.261 2.492
H -2.510 -2.576 -1.087
Al 1.936 2.870 2.358
```

## Properties
E_tot ... -54472.285 eV
Net charge ... +3
Spin multiplicity ... 1
HOMO energy ... -18.67 eV
Kohn-Sham gap ... 3.6099 eV

ORCA calculation (ωB97M-V/def2-TZVPD) on a structure of composition C10H12AuGdI2O5S.

Structure (XYZ):
```
32
C10H12AuGdI2O5S ωB97M-V/def2-TZVPD
I 4.189 -1.356 0.377
I 4.178 1.357 0.393
Gd 0.000 1.371 1.157
Au -0.117 -1.531 1.117
S 0.729 -0.061 -0.558
C -1.111 -2.697 -0.039
C -0.665 -2.691 2.564
C -0.137 -0.008 -2.193
C 0.388 1.246 -2.869
C -1.653 -0.010 -2.087
C 0.388 -1.258 -2.866
C -0.696 2.747 2.633
C -1.158 2.737 -0.101
O -1.008 -3.454 3.425
O -1.710 -3.451 -0.744
O -1.036 3.495 3.482
O -1.752 3.483 -0.793
H 0.012 1.265 -3.901
H 1.488 1.251 -2.899
H 0.053 2.169 -2.370
H -2.061 -0.005 -3.119
H -2.041 0.886 -1.575
H -2.039 -0.897 -1.577
H 0.016 -1.276 -3.902
H 0.059 -2.177 -2.373
H 1.488 -1.259 -2.900
C 0.343 0.053 3.890
C 1.107 -0.050 2.603
O 2.303 -0.056 2.500
H -0.669 0.396 3.766
H 0.848 0.727 4.606
H 0.265 -0.947 4.352
```

## Properties
E_tot ... -72309.742 eV
Net charge ... +4
Spin multiplicity ... 10
HOMO energy (alpha / beta) ... -21.38 / -22.95 eV
Kohn-Sham gap (alpha / beta) ... 5.3426 / 5.8244 eV

ORCA calculation (ωB97M-V/def2-TZVPD) on a structure of composition C10H12B2BeF14N5O4S2.

Structure (XYZ):
```
50
C10H12B2BeF14N5O4S2 ωB97M-V/def2-TZVPD
Be -0.368 -0.110 -0.422
B -0.631 -1.830 -3.857
F -0.250 -0.857 -2.900
F -1.639 -1.328 -4.664
F 0.482 -2.269 -4.621
F -1.199 -2.972 -3.268
B -3.201 -0.919 -1.246
F -2.579 0.339 -1.372
F -3.608 -1.292 -2.531
F -2.163 -1.783 -0.826
F -4.263 -0.904 -0.343
C 4.083 0.551 -0.948
F 4.056 -0.367 -1.890
F 4.406 -0.054 0.182
F 5.010 1.470 -1.238
S 2.398 1.487 -0.884
O 2.637 2.900 -0.938
O 1.602 0.930 -1.952
N 1.577 0.858 0.463
S 2.080 1.856 1.576
O 3.513 2.121 1.568
O 1.242 3.015 1.720
C 1.740 0.906 3.197
F 2.323 -0.290 2.989
F 2.360 1.560 4.162
F 0.448 0.761 3.397
C -3.721 2.175 2.913
C -2.754 1.434 2.082
N -1.992 0.912 1.411
H -3.692 1.901 3.964
H -4.745 2.036 2.566
H -3.533 3.232 2.729
C 1.238 -4.615 -2.411
C 1.070 -3.361 -1.692
N 0.916 -2.364 -1.156
H 1.629 -5.410 -1.776
H 1.767 -4.559 -3.360
H 0.292 -5.040 -2.757
C -1.040 -3.072 3.801
C -0.770 -2.351 2.573
N -0.561 -1.846 1.569
H -2.035 -3.516 3.775
H -0.941 -2.568 4.759
H -0.360 -3.927 3.791
C -0.007 4.983 -1.481
C -0.308 3.608 -1.095
N -0.561 2.524 -0.836
H -0.194 5.609 -0.608
H -0.739 5.347 -2.203
H 0.984 5.087 -1.914
```

## Properties
E_tot ... -87685.302 eV
Net charge ... -1
Spin multiplicity ... 1
HOMO energy ... -7.50 eV
Kohn-Sham gap ... 9.4407 eV
Relative energy (zero: lowest compared OMol25 entry of this formula, charge and spin) ... 0.0 kcal per mole

ORCA calculation (ωB97M-V/def2-TZVPD) on a structure of composition C10H12Br12O6.

Structure (XYZ):
```
40
C10H12Br12O6 ωB97M-V/def2-TZVPD
C -14.437 -22.187 -23.914
Br -15.651 -20.529 -23.550
Br -15.616 -23.767 -24.471
Br -13.299 -22.610 -22.388
H -13.705 -21.961 -24.690
C -11.947 -19.691 -27.917
Br -11.802 -19.159 -25.989
Br -11.402 -21.584 -28.024
Br -10.577 -18.832 -29.117
H -13.025 -19.563 -28.012
C -16.067 -18.750 -25.782
Br -17.272 -20.247 -26.268
Br -16.940 -17.001 -25.887
Br -14.280 -18.789 -26.676
H -15.843 -18.928 -24.731
C -9.732 -20.698 -22.628
Br -8.487 -19.097 -22.310
Br -10.580 -20.588 -24.534
Br -11.199 -20.882 -21.276
H -9.076 -21.566 -22.677
C -12.018 -18.559 -23.254
C -13.349 -19.121 -23.854
O -14.225 -18.028 -23.931
C -13.847 -17.153 -22.962
O -14.548 -16.251 -22.441
O -12.508 -17.363 -22.669
H -11.253 -18.446 -24.022
H -11.684 -19.356 -22.588
H -13.739 -19.911 -23.212
H -13.317 -19.488 -24.880
C -8.251 -17.015 -25.036
C -9.541 -17.489 -25.732
O -9.398 -18.846 -25.659
C -8.140 -19.189 -25.497
O -7.680 -20.368 -25.569
O -7.390 -18.151 -25.131
H -8.338 -16.499 -24.080
H -7.763 -16.338 -25.739
H -9.640 -17.254 -26.792
H -10.493 -17.233 -25.266
```

## Properties
E_tot ... -863346.477 eV
Spin multiplicity ... 1
HOMO energy ... -8.89 eV
Kohn-Sham gap ... 7.6967 eV

ORCA calculation (ωB97M-V/def2-TZVPD) on a structure of composition C10H12Br6F6O4.

Structure (XYZ):
```
38
C10H12Br6F6O4 ωB97M-V/def2-TZVPD
C -18.349 5.303 -1.426
Br -17.056 4.004 -1.986
Br -19.386 4.648 0.068
Br -19.488 5.814 -2.903
H -17.881 6.217 -1.094
C -15.608 8.309 0.477
Br -16.860 8.960 -0.829
Br -13.834 8.240 -0.281
Br -16.148 6.574 1.119
H -15.586 8.970 1.328
C -15.672 10.591 -8.600
C -16.304 9.326 -8.063
O -16.413 9.470 -6.637
C -16.795 8.395 -5.976
O -17.104 7.334 -6.434
C -16.794 8.644 -4.449
F -18.005 8.372 -3.971
F -15.917 7.841 -3.846
F -16.493 9.906 -4.127
H -16.291 11.446 -8.318
H -15.594 10.579 -9.687
H -14.666 10.758 -8.217
H -15.700 8.442 -8.280
H -17.288 9.161 -8.503
C -21.771 0.259 4.852
C -21.085 1.416 5.566
O -20.195 2.049 4.666
C -19.826 3.283 4.971
O -20.183 3.928 5.907
C -18.725 3.797 4.018
F -18.789 5.122 3.919
F -17.529 3.475 4.526
F -18.808 3.275 2.793
H -22.202 0.598 3.915
H -22.480 -0.205 5.536
H -21.050 -0.528 4.606
H -20.582 1.091 6.478
H -21.855 2.109 5.915
```

## Properties
E_tot ... -455314.402 eV
Spin multiplicity ... 1
HOMO energy ... -9.90 eV
Kohn-Sham gap ... 9.9644 eV
Relative energy (zero: lowest compared OMol25 entry of this formula, charge and spin) ... 2.5 kcal per mole

ORCA calculation (ωB97M-V/def2-TZVPD) on the ion C10H12BrN2O with charge +1.

Structure (XYZ):
```
26
C10H12BrN2O ωB97M-V/def2-TZVPD
C 0.492 1.052 2.822
C 1.016 1.999 1.965
C 0.110 -0.140 2.372
C 1.114 1.606 0.640
C 0.144 -0.491 1.007
C 0.674 0.412 0.089
C -1.369 0.575 -1.537
C -0.343 -1.824 0.498
C 0.390 -2.285 -0.739
C 0.457 0.117 -1.326
N -1.574 1.780 -1.234
N 0.342 -1.229 -1.896
O -1.956 -0.401 -2.042
Br 1.335 1.309 -2.609
H 0.273 1.287 3.967
H 1.282 3.040 2.241
H -0.412 -0.832 2.931
H 1.522 2.314 0.000
H -0.379 -2.601 1.404
H -1.394 -1.864 0.296
H 1.401 -2.539 -0.538
H 0.016 -3.184 -1.179
H -0.831 2.304 -0.925
H -2.514 2.155 -1.297
H 1.021 -1.417 -2.570
H -0.818 -1.144 -2.340
```

## Properties
E_tot ... -85627.078 eV
Net charge ... +1
Spin multiplicity ... 1
SMILES ... NC(=O)[C@]1(Br)[NH2+]CCc2ccccc21
HOMO energy ... -12.72 eV
Kohn-Sham gap ... 9.8718 eV
Relative energy (zero: lowest compared OMol25 entry of this formula, charge and spin) ... 0.0 kcal per mole

Q: spin multiplicity of number 4 (C10H12Br12O6)?
A: 1

Q: Among the records above, which one has the lowest E_tot?
A: C10H12Br12O6